Entry from OMol25: a molecular structure, C30H32AsCl2CoNO3P at a distorted geometry (ωB97M-V/def2-TZVPD).

```
71
Properties=species:S:1:pos:R:3:mulliken_charge:R:1
Co 1.61 -2.54 0.61 0.3660
O 3.58 -2.32 1.08 -0.5800
C 3.90 -1.87 -0.05 0.2160
O 3.03 -1.73 -0.95 -0.6893
H 4.95 -1.60 -0.25 0.5025
C 1.02 -6.05 -1.89 -1.3328
C 1.55 -4.70 -1.55 0.5420
N 2.51 -4.18 -2.31 -0.1845
O 1.10 -4.07 -0.57 -0.5664
H 0.58 -6.05 -2.89 0.3752
H 0.27 -6.35 -1.17 0.3209
H 1.83 -6.79 -1.88 0.3890
H 2.90 -4.68 -3.10 0.1895
H 2.87 -3.26 -2.09 0.2828
Cl 2.78 -2.19 4.21 -0.0657
C 2.45 -3.85 3.72 -0.4408
Cl 1.12 -3.96 2.53 -0.0101
H 2.14 -4.42 4.59 0.4106
H 3.34 -4.26 3.26 0.2921
C 0.11 0.66 -0.36 -1.0574
C -0.33 0.26 -1.76 -1.2991
As -0.71 1.86 -2.87 0.6374
C -2.24 2.74 -2.13 0.4547
C -3.18 2.06 -1.36 -0.2728
C -4.26 2.75 -0.83 -0.6146
C -4.43 4.10 -1.12 -0.5363
C -3.52 4.77 -1.94 -0.5819
C -2.44 4.08 -2.47 -0.5436
C 0.81 3.02 -2.58 0.3025
C 0.77 4.07 -1.66 0.0878
C 1.92 4.80 -1.42 -0.7498
C 3.09 4.52 -2.12 -0.4747
C 3.12 3.48 -3.04 -0.7037
C 1.98 2.73 -3.28 -0.4417
P 0.12 -0.76 0.84 1.8515
C -1.61 -1.30 0.82 0.3250
C -1.92 -2.49 0.16 -0.5085
C -3.24 -2.91 0.06 -0.7019
C -4.25 -2.16 0.64 -0.6678
C -3.94 -0.98 1.30 -0.8510
C -2.63 -0.54 1.39 -0.5199
C 0.39 0.09 2.41 0.7043
C -0.37 -0.23 3.54 -0.4389
C -0.13 0.43 4.74 -0.7917
C 0.87 1.39 4.82 -0.6025
C 1.64 1.69 3.70 -0.7439
C 1.40 1.05 2.50 -0.4659
H -0.55 1.41 0.09 0.6446
H 1.11 1.08 -0.40 0.7174
H -1.23 -0.36 -1.76 0.6058
H 0.46 -0.30 -2.26 0.4360
H -3.07 1.00 -1.15 0.4140
H -4.97 2.24 -0.21 0.4470
H -5.29 4.63 -0.73 0.4142
H -3.67 5.81 -2.18 0.4233
H -1.75 4.59 -3.13 0.5141
H -0.14 4.30 -1.11 0.4457
H 1.90 5.61 -0.70 0.4340
H 3.98 5.11 -1.95 0.4316
H 4.03 3.26 -3.58 0.4425
H 2.00 1.94 -4.02 0.3800
H -1.13 -3.09 -0.28 0.2284
H -3.48 -3.83 -0.46 0.4840
H -5.28 -2.49 0.57 0.4376
H -4.73 -0.40 1.77 0.5210
H -2.40 0.38 1.92 0.5708
H -1.13 -0.99 3.49 0.5124
H -0.71 0.18 5.61 0.4380
H 1.05 1.90 5.76 0.4298
H 2.43 2.43 3.77 0.4513
H 2.03 1.27 1.65 0.3638
```

## Properties
Molecular weight = 690.3 g/mol
Relative energy (zero: lowest compared OMol25 entry of this formula, charge and spin) = 0.0 kcal/mol
Largest force on an atom = 1.26 eV/Å
LUMO energy (spin up / spin down) = -4.52 / -8.54 eV
Frontier orbital gap (spin up / spin down) = 9.40 / 5.57 eV
Net charge = +2
Spin multiplicity = 5

***

Entry from OMol25: a molecular structure, C30H32AsF9N3OPPtSTe at a distorted geometry (ωB97M-V/def2-TZVPD).

```
80
Properties=species:S:1:pos:R:3:mulliken_charge:R:1
Pt 0.17 0.13 0.02 1.4880
C -0.86 -2.03 2.91 -1.2478
As -1.41 -1.17 1.25 0.5576
C -2.87 -0.05 1.89 -1.1958
C -2.43 -2.70 0.58 -1.2330
H -1.75 -2.38 3.43 0.4259
H -0.31 -1.35 3.57 0.3908
H -0.23 -2.88 2.67 0.3302
H -3.71 -0.68 2.20 0.4461
H -3.19 0.62 1.08 0.2793
H -2.55 0.57 2.73 0.3369
H -2.84 -3.25 1.43 0.4999
H -1.79 -3.37 0.01 0.2561
H -3.25 -2.36 -0.04 0.2867
C -3.02 -2.38 -3.15 -1.2245
S -1.48 -1.52 -2.60 0.7822
C -1.30 -0.51 -4.13 -0.9585
O -1.96 -0.59 -1.56 -0.7077
H -3.79 -1.63 -3.27 0.3613
H -3.31 -3.09 -2.39 0.3450
H -2.82 -2.90 -4.08 0.4599
H -1.01 -1.17 -4.94 0.5310
H -0.50 0.20 -3.95 -0.1460
H -2.22 0.01 -4.36 0.4634
F 4.62 -2.19 -5.80 -0.2810
C 4.63 -0.85 -5.78 0.7808
F 4.21 -0.45 -7.00 -0.2637
F 5.92 -0.47 -5.69 -0.2706
C 3.79 -0.27 -4.68 0.2225
C 3.92 1.09 -4.41 -1.4436
C 3.16 1.66 -3.41 -0.2153
C 2.23 0.89 -2.71 -0.3931
C 2.11 -0.47 -3.01 0.1989
C 2.90 -1.06 -3.97 -1.1187
P 1.09 1.56 -1.46 1.2833
C -0.06 2.57 -2.45 0.0032
C 0.37 3.33 -3.54 -0.2011
C -0.54 3.94 -4.38 -1.1956
C -1.90 3.79 -4.14 0.3609
C -2.34 3.05 -3.04 -0.8332
C -1.43 2.44 -2.21 -0.4490
C -2.89 4.44 -5.05 0.8226
F -3.30 5.64 -4.59 -0.2578
F -2.40 4.66 -6.28 -0.2818
F -4.00 3.70 -5.21 -0.2718
C 2.16 2.84 -0.70 -0.1970
C 1.64 4.07 -0.32 -0.5886
C 2.44 4.98 0.34 -0.9534
C 3.76 4.67 0.62 0.3035
C 4.29 3.43 0.25 -0.9884
C 3.48 2.52 -0.40 -0.5074
C 4.64 5.68 1.29 0.7959
F 5.17 6.55 0.39 -0.2573
F 3.99 6.43 2.19 -0.2692
F 5.69 5.14 1.93 -0.2766
H 4.62 1.69 -4.96 0.4449
H 3.31 2.70 -3.15 0.5464
H 1.39 -1.05 -2.45 0.5181
H 2.84 -2.12 -4.16 0.5635
H 1.43 3.45 -3.73 0.3168
H -0.19 4.54 -5.21 0.4775
H -3.41 2.94 -2.87 0.4651
H -1.76 1.83 -1.38 0.3979
H 0.61 4.31 -0.54 0.4693
H 2.04 5.94 0.65 0.4449
H 5.32 3.20 0.47 0.4476
H 3.87 1.55 -0.68 0.6121
N 5.21 -2.00 0.27 -0.4129
C 3.97 -2.39 -0.06 0.4488
C 2.83 -1.68 0.37 -0.0264
N 1.61 -2.03 0.01 0.2620
C 1.50 -3.10 -0.79 -0.3304
C 2.61 -3.81 -1.20 -0.5184
N 3.84 -3.47 -0.84 -0.6911
H 5.34 -1.26 0.94 0.2086
H 5.98 -2.62 0.07 0.2465
H 2.92 -0.84 1.04 0.1053
H 0.50 -3.39 -1.09 0.2096
H 2.53 -4.68 -1.83 0.4420
Te 0.82 1.17 2.30 -0.4321
```

## Properties
Molecular weight = 1082.2 g/mol
Relative energy (zero: lowest compared OMol25 entry of this formula, charge and spin) = 11.3 kcal/mol
Largest force on an atom = 1.77 eV/Å
LUMO energy (spin up / spin down) = -0.13 / -0.63 eV
Frontier orbital gap (spin up / spin down) = 5.73 / 5.85 eV
Net charge = 0
Spin multiplicity = 3

***

Entry from OMol25: 4 unconnected molecules or ions with the total composition C30H32F3N3O10S2 at a distorted geometry (ωB97M-V/def2-TZVPD).

```
80
Properties=species:S:1:pos:R:3:mulliken_charge:R:1
C 0.07 -2.19 2.79 -0.4742
C -1.30 -2.56 3.20 -0.6521
C -2.40 -1.81 2.57 -0.5161
C -2.15 -0.71 1.62 0.6804
C -0.80 -0.31 1.23 0.2169
C 0.31 -1.10 1.84 -0.5765
N -0.40 0.76 0.35 -0.1237
C -1.43 1.24 -0.58 0.5977
C -0.96 2.05 -1.79 -0.1249
C -1.93 2.62 -2.75 -0.6884
C -3.38 2.45 -2.60 -0.6021
C -3.84 1.65 -1.44 -0.1930
C -5.40 1.43 -1.32 -0.9659
C -5.80 0.15 -2.21 -0.6828
C -6.21 -1.08 -1.30 -0.3295
C -7.58 -0.86 -0.52 -0.6662
C -7.38 -0.66 1.05 -0.1637
C -7.29 -2.01 1.84 -0.5745
C -8.70 -2.73 2.01 -0.6417
S -8.46 -4.34 2.93 -0.1717
C -7.39 -5.25 1.77 0.4301
N -6.15 -5.74 1.91 -0.2958
N -5.90 -6.28 0.66 -0.3242
C -6.96 -6.10 -0.15 0.0618
O -7.98 -5.44 0.54 -0.2292
C -2.88 1.08 -0.46 0.2938
S -3.60 0.15 0.94 -0.1360
H 0.90 -2.77 3.25 0.2937
H -1.51 -3.37 3.95 0.3498
H -3.44 -2.08 2.89 0.2477
H 1.38 -0.89 1.60 0.3200
H 0.37 0.39 -0.22 0.3298
H 0.13 2.28 -2.01 0.0247
H -1.60 3.22 -3.64 0.3017
H -4.07 2.92 -3.33 0.3303
H -5.91 2.35 -1.71 0.4621
H -5.65 1.26 -0.25 0.4064
H -4.85 -0.15 -2.74 0.4287
H -6.56 0.39 -3.00 0.3290
H -5.42 -1.30 -0.52 0.0573
H -6.31 -1.97 -1.97 0.3310
H -8.22 -1.78 -0.67 0.2715
H -8.18 0.00 -0.95 0.3913
H -8.20 0.03 1.40 0.3867
H -6.41 -0.10 1.21 -0.0593
H -6.53 -2.71 1.38 0.2848
H -6.91 -1.82 2.89 0.3167
H -9.43 -2.13 2.61 0.4092
H -9.18 -2.90 1.01 0.2914
H -7.10 -6.37 -1.22 0.3700
O 2.02 1.75 -1.04 -0.4898
C 2.68 2.75 -1.00 0.6210
O 3.85 2.91 -1.66 -0.3418
C 4.26 4.26 -1.46 -0.1353
C 3.54 4.62 -0.20 0.3552
F 3.20 5.94 -0.19 -0.3077
O 2.35 3.85 -0.28 -0.3013
H 3.94 4.86 -2.32 0.3357
H 5.34 4.34 -1.37 -0.0783
H 4.08 4.38 0.71 0.3349
O 6.56 4.18 0.03 -0.5751
C 7.50 3.72 -0.55 0.6604
O 8.04 4.28 -1.66 -0.3135
C 9.21 3.52 -1.97 -0.3935
C 8.92 2.21 -1.30 0.2784
F 10.06 1.62 -0.86 -0.3346
O 8.14 2.58 -0.18 -0.2933
H 10.09 4.02 -1.55 0.3101
H 9.35 3.42 -3.04 0.3023
H 8.36 1.50 -1.92 0.3228
O 8.89 -3.34 -0.21 -0.4934
C 9.71 -2.67 0.33 0.6450
O 9.76 -2.43 1.67 -0.3120
C 10.95 -1.70 1.92 -0.4228
C 11.22 -1.07 0.59 0.5676
F 12.56 -0.92 0.38 -0.3104
O 10.72 -2.02 -0.33 -0.3045
H 11.75 -2.39 2.23 0.2691
H 10.80 -0.97 2.71 0.2880
H 10.72 -0.11 0.44 0.0941
```

## Properties
Molecular weight = 715.7 g/mol
Largest force on an atom = 4.08 eV/Å
LUMO energy = 0.11 eV
SMILES string = c1ccc2c(c1)Nc1cccc(CCCCCCCSc3nnco3)c1S2.O=C1OC[C@@H](F)O1.O=C1OC[C@@H](F)O1.O=C1OC[C@@H](F)O1
Frontier orbital gap = 7.15 eV
Net charge = 0